No. 1
Computed, not measured: a 3-piece molecular cluster, C9H27N5 overall at a distorted geometry, with ωB97M-V with the def2-TZVPD basis set.

Each line ends with the Mulliken charge.
Atoms and positions in Å:
C: -2.223 -1.325 5.196  -1.542
C: 3.152 4.519 -6.623  -1.461
C: 5.646 4.207 -6.502  -1.066
C: -4.643 -3.890 6.914  -0.778
C: -4.079 -3.140 5.759  -0.332
C: -5.844 -3.264 7.688  -0.902
C: -3.325 -1.852 6.151  0.124
C: 5.498 0.672 -8.744  0.171
C: 4.348 3.940 -7.207  1.023
N: 6.284 1.677 -8.907  -0.643
N: 5.656 -0.626 -8.860  -0.321
N: 4.334 3.377 -8.331  -0.256
N: -5.272 -2.131 8.444  -0.522
N: -4.316 -0.709 6.530  -0.328
H: -1.517 -2.116 4.804  0.354
H: -1.666 -0.658 5.772  0.434
H: -2.596 -0.921 4.319  0.411
H: 3.110 5.588 -6.191  0.325
H: 2.369 4.647 -7.301  0.442
H: 2.629 3.988 -5.886  0.363
H: 6.380 3.437 -6.891  0.321
H: 5.993 5.165 -6.821  0.333
H: 5.457 4.110 -5.503  0.408
H: -4.905 -4.871 6.617  0.419
H: -3.764 -4.140 7.629  0.346
H: -4.994 -2.984 5.045  0.246
H: -3.316 -3.920 5.412  0.281
H: -6.641 -2.987 7.095  0.434
H: -6.311 -4.013 8.406  0.401
H: -2.868 -2.124 7.099  0.343
H: 4.579 0.949 -8.201  0.176
H: 5.181 3.047 -8.788  0.300
H: 7.183 1.350 -9.464  0.175
H: 6.544 -0.950 -9.240  0.224
H: 4.874 -1.265 -8.818  0.246
H: 3.471 3.345 -8.914  0.239
H: -4.674 -2.626 9.205  0.307
H: -6.018 -1.819 8.930  0.207
H: -4.894 -1.294 7.380  0.391
H: -4.979 -0.440 5.812  0.355
H: -3.840 0.045 6.984  0.352

Results
Net charge = +2
Kohn-Sham gap = 9.68 eV
HOMO = -14.167 eV



No. 2
Computed, not measured: C13H21BCrF4NO3S4Se4 as an isolated structure, with ωB97M-V with the def2-TZVPD basis set.

Each line ends with the Mulliken spin population.
Atoms and positions in Å:
Cr: -2.114 0.184 -0.780  1.135
C: 1.211 -2.758 1.673  -0.001
C: 2.593 -2.205 1.235  0.000
S: 2.601 -0.846 0.041  0.000
C: 2.786 -1.711 -1.533  0.000
C: 1.855 -2.884 -1.826  0.001
S: 0.100 -2.528 -1.580  0.004
C: -0.496 -4.181 -1.201  -0.001
C: -0.597 -4.491 0.292  0.000
S: 0.945 -4.511 1.250  0.000
H: 0.424 -2.189 1.190  0.000
H: 1.095 -2.652 2.751  0.000
H: 3.222 -3.003 0.833  0.000
H: 3.116 -1.805 2.104  0.000
H: 3.813 -2.075 -1.611  0.000
H: 2.650 -0.923 -2.271  0.000
H: 2.121 -3.730 -1.192  0.000
H: 2.001 -3.178 -2.869  0.000
H: 0.132 -4.911 -1.718  0.000
H: -1.497 -4.229 -1.633  0.000
H: -1.017 -5.491 0.435  0.000
H: -1.288 -3.791 0.763  0.000
Se: -3.318 -1.997 -0.777  -0.007
Se: -5.047 -1.408 -2.252  -0.005
Se: -5.753 0.518 -1.187  -0.006
Se: -3.785 1.799 -1.398  -0.050
N: -0.508 1.649 -0.831  0.002
C: -0.150 2.552 0.252  0.003
C: 0.534 2.091 1.358  -0.004
C: 0.912 2.973 2.368  0.001
C: 0.586 4.327 2.284  -0.001
C: -0.121 4.774 1.165  0.000
C: -0.481 3.893 0.156  -0.005
S: 1.057 5.503 3.546  0.000
O: 1.785 6.525 2.813  0.000
O: -0.212 5.958 4.087  0.000
O: 1.865 4.730 4.473  0.000
H: -0.687 2.175 -1.679  0.007
H: 0.297 1.075 -1.076  -0.004
H: 0.785 1.036 1.423  -0.001
H: 1.466 2.625 3.232  0.000
H: -0.377 5.826 1.086  0.000
H: -1.025 4.249 -0.715  0.000
F: -1.451 0.012 -2.783  -0.001
B: -0.374 0.331 -3.708  0.004
F: -0.149 -0.758 -4.551  -0.001
F: -0.752 1.479 -4.409  0.000
F: 0.795 0.605 -2.923  0.000
C: -2.364 0.332 1.169  -0.086
H: -3.394 0.085 1.404  0.013
H: -2.105 1.341 1.482  0.005
H: -1.682 -0.393 1.636  -0.003

Results
Net charge = -2
Kohn-Sham gap (spin up / spin down) = 6.49 / 6.49 eV
2S+1 = 2
HOMO (spin up / spin down) = -2.961 / -2.959 eV



No. 3
Computed, not measured: C26H39BiCl2OP as an isolated structure at a distorted geometry, with ωB97M-V with the def2-TZVPD basis set.

Each line ends with the Mulliken charge.
Atoms and positions in Å:
P: 0.518 -0.573 -0.337  0.220
C: 1.784 0.639 0.188  0.434
C: 2.878 0.888 -0.839  -0.458
C: 3.972 1.741 -0.188  -0.903
C: 3.451 3.027 0.472  -0.732
C: 2.214 2.819 1.356  -0.974
C: 1.149 1.945 0.671  -0.555
C: -0.648 0.213 -1.508  0.157
C: -0.013 0.846 -2.731  -0.754
C: -1.134 1.237 -3.705  -0.824
C: -2.252 2.078 -3.071  -0.762
C: -2.755 1.544 -1.720  -0.745
C: -1.607 1.169 -0.775  0.010
C: 1.360 -1.953 -1.211  0.341
C: 2.390 -2.611 -0.283  -0.608
C: 3.085 -3.809 -0.944  -0.908
C: 2.116 -4.813 -1.579  -0.711
C: 1.028 -4.161 -2.442  -0.939
C: 0.347 -2.943 -1.803  -0.682
H: 2.220 0.128 1.069  0.381
H: 2.465 1.395 -1.721  0.112
H: 3.305 -0.058 -1.196  0.264
H: 4.717 2.006 -0.943  0.390
H: 4.479 1.136 0.578  0.365
H: 4.246 3.472 1.083  0.385
H: 3.214 3.769 -0.303  0.307
H: 2.507 2.339 2.305  0.386
H: 1.763 3.791 1.601  0.420
H: 0.319 1.767 1.374  -0.158
H: 0.748 2.503 -0.188  0.234
H: -1.247 -0.651 -1.841  0.697
H: -1.578 0.320 -4.118  0.359
H: 0.673 0.134 -3.210  0.239
H: 0.580 1.728 -2.452  0.231
H: -0.706 1.794 -4.542  0.394
H: -3.103 2.130 -3.761  0.393
H: -1.905 3.112 -2.941  0.287
H: -3.391 2.294 -1.229  0.404
H: -3.372 0.645 -1.882  0.384
H: -2.010 0.697 0.133  -0.799
H: -1.087 2.084 -0.462  0.311
H: 1.885 -1.441 -2.035  0.362
H: 3.162 -1.881 0.005  0.187
H: 1.895 -2.913 0.651  0.203
H: 3.762 -3.427 -1.723  0.350
H: 3.707 -4.314 -0.193  0.382
H: 1.651 -5.421 -0.792  0.328
H: 2.689 -5.506 -2.202  0.374
H: 0.263 -4.906 -2.694  0.395
H: 1.484 -3.832 -3.387  0.387
H: -0.249 -2.440 -2.579  0.167
H: -0.359 -3.248 -1.018  0.202
Bi: -1.314 -2.224 3.030  0.750
Cl: -2.146 -2.162 0.532  -0.587
Cl: 1.219 -1.831 2.895  -0.502
C: -1.330 -0.024 3.074  -0.926
H: -0.360 0.462 3.171  0.298
C: -2.488 0.806 3.090  0.692
C: -3.698 0.459 2.400  -0.056
C: -4.852 1.228 2.488  -0.884
C: -4.848 2.398 3.254  -0.282
C: -3.664 2.833 3.891  -0.510
C: -2.512 2.076 3.785  -0.494
H: -3.692 -0.426 1.765  0.293
H: -5.767 0.923 1.962  0.335
H: -3.659 3.766 4.473  0.323
H: -1.577 2.410 4.239  0.353
H: -5.759 2.980 3.373  0.346
O: -2.021 -4.613 6.038  -0.207
C: -2.145 -3.549 5.606  0.128

Results
Net charge = -1
Kohn-Sham gap = 5.37 eV
HOMO = -2.856 eV



No. 4
Computed, not measured: C42H37IrN6O3PS as an isolated structure at a distorted geometry, with ωB97M-V with the def2-TZVPD basis set.

Each line ends with the Mulliken spin population.
Atoms and positions in Å:
Ir: -0.274 -0.097 0.365  0.563
C: 2.257 -1.521 3.768  0.001
O: 3.536 -1.130 3.298  0.001
C: 3.792 -0.665 2.047  0.009
C: 5.139 -0.546 1.756  -0.006
C: 5.592 -0.040 0.536  0.005
C: 4.677 0.326 -0.410  -0.002
C: 3.302 0.213 -0.138  -0.007
C: 2.397 0.618 -1.147  -0.002
N: 1.108 0.626 -1.112  -0.025
N: 0.513 1.173 -2.235  -0.006
C: -0.744 1.334 -2.080  0.001
O: -1.364 0.945 -0.995  0.105
C: -1.536 2.008 -3.133  0.010
C: -2.895 2.230 -2.928  0.002
C: -3.645 2.872 -3.902  0.000
C: -3.038 3.297 -5.075  0.001
C: -1.678 3.090 -5.272  0.001
C: -0.924 2.452 -4.304  0.000
C: 2.832 -0.268 1.081  0.004
O: 1.535 -0.325 1.357  0.009
H: 2.430 -1.872 4.782  0.000
H: 1.855 -2.334 3.168  0.001
H: 1.551 -0.691 3.775  -0.001
H: 5.837 -0.868 2.518  0.000
H: 6.652 0.059 0.352  0.000
H: 5.003 0.713 -1.368  0.000
H: 2.840 1.012 -2.059  0.000
H: -3.352 1.905 -2.004  -0.001
H: -4.700 3.048 -3.745  0.000
H: -3.622 3.797 -5.836  0.000
H: -1.204 3.433 -6.182  0.000
H: 0.137 2.292 -4.439  0.000
C: -2.728 -1.176 4.838  0.001
N: -1.937 0.034 4.613  0.000
C: -1.429 0.851 5.604  -0.001
C: -0.766 1.848 4.994  0.000
N: -0.880 1.638 3.623  0.005
C: -1.591 0.516 3.412  -0.002
S: -2.112 -0.172 1.932  0.023
C: -0.439 2.594 2.654  -0.004
C: -0.468 3.930 3.011  0.001
C: -0.006 4.867 2.104  -0.001
C: 0.485 4.424 0.889  -0.001
C: 0.474 3.068 0.628  0.001
N: -0.003 2.150 1.484  0.049
H: -3.000 -1.217 5.889  0.000
H: -2.147 -2.058 4.578  0.000
H: -3.631 -1.152 4.236  0.000
H: -1.588 0.661 6.650  0.000
H: -0.200 2.662 5.407  0.000
H: -0.867 4.240 3.965  0.000
H: -0.034 5.920 2.347  0.000
H: 0.860 5.112 0.145  0.000
H: 0.865 2.699 -0.305  0.006
N: -2.116 -1.550 -0.536  0.229
C: -1.810 -2.335 -1.681  -0.021
C: -2.743 -2.665 -2.648  0.024
C: -2.368 -3.506 -3.684  -0.005
C: -1.069 -3.995 -3.758  0.011
C: -0.132 -3.628 -2.804  -0.003
C: -0.508 -2.777 -1.767  -0.013
P: 0.597 -2.205 -0.453  0.031
C: 0.431 -3.494 0.799  -0.008
C: 0.809 -4.800 0.475  0.002
C: 0.640 -5.814 1.399  0.000
C: 0.109 -5.536 2.654  0.001
C: -0.265 -4.242 2.979  0.001
C: -0.117 -3.221 2.049  -0.013
C: 2.211 -2.355 -1.190  0.007
C: 3.275 -2.893 -0.467  -0.005
C: 4.522 -3.007 -1.063  0.002
C: 4.712 -2.571 -2.365  -0.002
C: 3.661 -1.995 -3.076  0.001
C: 2.416 -1.876 -2.490  0.003
H: -2.948 -0.981 -0.669  -0.002
H: -2.259 -2.140 0.282  -0.006
H: -3.760 -2.296 -2.582  0.000
H: -3.095 -3.792 -4.432  0.000
H: -0.781 -4.651 -4.568  0.000
H: 0.886 -3.985 -2.882  0.001
H: 1.228 -5.025 -0.499  0.001
H: 0.919 -6.826 1.141  0.000
H: -0.012 -6.332 3.376  0.000
H: -0.668 -4.028 3.961  0.000
H: -0.423 -2.212 2.289  0.021
H: 3.125 -3.246 0.545  0.002
H: 5.342 -3.446 -0.510  0.000
H: 5.680 -2.685 -2.835  0.000
H: 3.815 -1.649 -4.089  0.000
H: 1.597 -1.430 -3.045  0.002

Results
Net charge = +2
Kohn-Sham gap (spin up / spin down) = 6.13 / 5.92 eV
2S+1 = 2
HOMO (spin up / spin down) = -12.594 / -12.579 eV



- The lowest net charge belongs to which entry?
  C13H21BCrF4NO3S4Se4



- net charge of number 1 (C9H27N5)?
  +2



- Among the records above, which one has the lowest net charge?
  C13H21BCrF4NO3S4Se4



What did the third record say?
Computed, not measured: C26H39BiCl2OP as an isolated structure at a distorted geometry, with ωB97M-V with the def2-TZVPD basis set.

Each line ends with the Mulliken charge.
Atoms and positions in Å:
P: 0.518 -0.573 -0.337  0.220
C: 1.784 0.639 0.188  0.434
C: 2.878 0.888 -0.839  -0.458
C: 3.972 1.741 -0.188  -0.903
C: 3.451 3.027 0.472  -0.732
C: 2.214 2.819 1.356  -0.974
C: 1.149 1.945 0.671  -0.555
C: -0.648 0.213 -1.508  0.157
C: -0.013 0.846 -2.731  -0.754
C: -1.134 1.237 -3.705  -0.824
C: -2.252 2.078 -3.071  -0.762
C: -2.755 1.544 -1.720  -0.745
C: -1.607 1.169 -0.775  0.010
C: 1.360 -1.953 -1.211  0.341
C: 2.390 -2.611 -0.283  -0.608
C: 3.085 -3.809 -0.944  -0.908
C: 2.116 -4.813 -1.579  -0.711
C: 1.028 -4.161 -2.442  -0.939
C: 0.347 -2.943 -1.803  -0.682
H: 2.220 0.128 1.069  0.381
H: 2.465 1.395 -1.721  0.112
H: 3.305 -0.058 -1.196  0.264
H: 4.717 2.006 -0.943  0.390
H: 4.479 1.136 0.578  0.365
H: 4.246 3.472 1.083  0.385
H: 3.214 3.769 -0.303  0.307
H: 2.507 2.339 2.305  0.386
H: 1.763 3.791 1.601  0.420
H: 0.319 1.767 1.374  -0.158
H: 0.748 2.503 -0.188  0.234
H: -1.247 -0.651 -1.841  0.697
H: -1.578 0.320 -4.118  0.359
H: 0.673 0.134 -3.210  0.239
H: 0.580 1.728 -2.452  0.231
H: -0.706 1.794 -4.542  0.394
H: -3.103 2.130 -3.761  0.393
H: -1.905 3.112 -2.941  0.287
H: -3.391 2.294 -1.229  0.404
H: -3.372 0.645 -1.882  0.384
H: -2.010 0.697 0.133  -0.799
H: -1.087 2.084 -0.462  0.311
H: 1.885 -1.441 -2.035  0.362
H: 3.162 -1.881 0.005  0.187
H: 1.895 -2.913 0.651  0.203
H: 3.762 -3.427 -1.723  0.350
H: 3.707 -4.314 -0.193  0.382
H: 1.651 -5.421 -0.792  0.328
H: 2.689 -5.506 -2.202  0.374
H: 0.263 -4.906 -2.694  0.395
H: 1.484 -3.832 -3.387  0.387
H: -0.249 -2.440 -2.579  0.167
H: -0.359 -3.248 -1.018  0.202
Bi: -1.314 -2.224 3.030  0.750
Cl: -2.146 -2.162 0.532  -0.587
Cl: 1.219 -1.831 2.895  -0.502
C: -1.330 -0.024 3.074  -0.926
H: -0.360 0.462 3.171  0.298
C: -2.488 0.806 3.090  0.692
C: -3.698 0.459 2.400  -0.056
C: -4.852 1.228 2.488  -0.884
C: -4.848 2.398 3.254  -0.282
C: -3.664 2.833 3.891  -0.510
C: -2.512 2.076 3.785  -0.494
H: -3.692 -0.426 1.765  0.293
H: -5.767 0.923 1.962  0.335
H: -3.659 3.766 4.473  0.323
H: -1.577 2.410 4.239  0.353
H: -5.759 2.980 3.373  0.346
O: -2.021 -4.613 6.038  -0.207
C: -2.145 -3.549 5.606  0.128

Results
Net charge = -1
Kohn-Sham gap = 5.37 eV
HOMO = -2.856 eV